[1]
Below is C32H38NNaO as an isolated structure in a non-equilibrium geometry, with properties calculated with ωB97M-V/def2-TZVPD.

relative energy (zero: lowest compared OMol25 entry of this formula, charge and spin) = 0.0000 eV
charge = 0

Last column: Löwdin charge in e.
Cartesian coordinates (Å):
1 C 2.0530 3.4372 5.4962  -0.0656
2 N 1.4909 2.1484 5.1320  -0.1961
3 C 1.7445 1.0571 6.0540  -0.0560
4 C 0.8952 1.9620 3.9164  -0.2351
5 C 0.2334 0.7520 3.5833  0.0050
6 C -0.2088 0.5404 2.2833  -0.0275
7 C 0.1206 1.4191 1.2396  -0.1827
8 C -0.3544 1.1053 -0.1954  -0.1926
9 C -0.3045 -0.4064 -0.5236  -0.2240
10 C -1.2231 -0.9005 -1.4673  -0.0509
11 C -1.1062 -2.1439 -2.0344  -0.0918
12 C -1.8920 -2.5407 -3.3003  -0.5513
13 C -0.9062 -2.9198 -4.4111  -0.0514
14 C -2.7658 -1.3957 -3.8110  -0.0784
15 C -2.7880 -3.7446 -2.9991  -0.0560
16 C -0.1654 -3.0899 -1.4136  -0.3265
17 O -0.0708 -4.2654 -1.8495  -0.0833
18 C 0.6555 -2.6309 -0.2835  -0.0893
19 C 1.5474 -3.6464 0.4559  -0.5548
20 C 0.7064 -4.8197 0.9771  -0.0554
21 C 2.2648 -3.0081 1.6440  -0.0844
22 C 2.6057 -4.1977 -0.5062  -0.0568
23 C 0.6322 -1.2875 0.0401  -0.0289
24 C 0.7535 2.6178 1.5915  -0.0939
25 C 0.9641 2.9661 2.9201  -0.0435
26 H 1.2655 4.1847 5.6829  0.0936
27 H 2.6342 3.3101 6.4148  0.0817
28 H 2.7163 3.8259 4.7102  0.0846
29 H 2.3998 0.2915 5.6102  0.1011
30 H 2.2463 1.4811 6.9304  0.0805
31 H 0.8118 0.5748 6.3732  0.0858
32 H 0.0803 -0.0184 4.3413  0.1072
33 H -0.7664 -0.3717 2.0527  0.1329
34 H -1.4505 1.3345 -0.1962  0.1530
35 H -2.0082 -0.2300 -1.8247  0.0990
36 H -0.3008 -3.7727 -4.0925  0.0772
37 H -1.4539 -3.1878 -5.3217  0.0786
38 H -0.2440 -2.0743 -4.6338  0.0804
39 H -3.5349 -1.1273 -3.0779  0.0814
40 H -2.1651 -0.5106 -4.0550  0.0653
41 H -3.2810 -1.7086 -4.7277  0.0821
42 H -3.5060 -3.4907 -2.2117  0.0841
43 H -3.3383 -4.0319 -3.9016  0.0770
44 H -2.1739 -4.5861 -2.6676  0.0753
45 H 0.2245 -5.3357 0.1423  0.0749
46 H 1.3554 -5.5257 1.5090  0.0767
47 H -0.0638 -4.4585 1.6681  0.0829
48 H 2.9629 -2.2305 1.3132  0.0782
49 H 1.5525 -2.5791 2.3601  0.0766
50 H 2.8475 -3.7756 2.1683  0.0796
51 H 3.2290 -3.3797 -0.8842  0.0835
52 H 3.2441 -4.9187 0.0173  0.0771
53 H 2.1134 -4.6923 -1.3480  0.0752
54 H 1.3469 -0.8997 0.7723  0.0995
55 H 1.1819 3.2705 0.8313  0.0855
56 H 1.3348 3.9670 3.1667  0.0940
57 C -1.0721 2.2677 -3.3090  0.0074
58 Na -1.5580 4.0332 1.3461  0.7060
59 C -0.1679 1.4435 -2.6947  0.0069
60 C 0.2427 1.9530 -1.3150  -0.1807
61 C -0.3732 3.3596 -1.3792  -0.1491
62 C -1.2986 3.4179 -2.4374  -0.1677
63 C -2.1497 4.5240 -2.5127  -0.0156
64 C -1.9746 5.5703 -1.6037  -0.1013
65 C -0.8295 5.6452 -0.8064  -0.1315
66 C 0.0503 4.5517 -0.7944  -0.0825
67 H -1.5300 2.1852 -4.2950  0.1176
68 H 0.2467 0.5317 -3.1156  0.1271
69 H 1.3391 1.9853 -1.1717  0.1716
70 H -2.9099 4.5577 -3.2974  0.1202
71 H -2.6681 6.4115 -1.5953  0.1056
72 H -0.5693 6.5487 -0.2434  0.1089
73 H 1.0798 4.6711 -0.4352  0.1236

[2]
Below is C32H39AsBF4N3P2S4Ti as an isolated structure, with properties calculated with ωB97M-V/def2-TZVPD.

relative energy (zero: lowest compared OMol25 entry of this formula, charge and spin) = 0.6073 eV
charge = -2
multiplicity = 3

Last column: Löwdin charge in e.
Cartesian coordinates (Å):
1 Ti 1.4623 1.8426 0.5846  0.2141
2 S 2.8309 4.4597 3.1757  -0.2389
3 As 2.5612 2.3259 3.3099  -0.4847
4 S 3.5850 1.3628 1.5732  -0.0016
5 S 0.4153 1.8372 2.8016  -0.0195
6 S 3.0817 1.3889 5.1600  -0.2814
7 C -1.1380 -1.4542 2.2070  -0.3209
8 C -1.8164 -0.6934 1.0735  -0.3751
9 P -1.9043 -1.5131 -0.5729  1.0728
10 C -3.2170 -2.7796 -0.1860  -0.3832
11 C -2.9105 -4.1122 -0.4270  -0.1172
12 C -3.8371 -5.1212 -0.1580  -0.0979
13 C -5.0798 -4.7965 0.3531  -0.1154
14 C -5.4029 -3.4653 0.5996  -0.0960
15 C -4.4715 -2.4701 0.3302  -0.1029
16 C -2.8930 -0.2812 -1.5052  -0.3673
17 C -2.5528 1.0703 -1.4457  -0.0796
18 C -3.1790 1.9997 -2.2658  -0.0832
19 C -4.1634 1.5994 -3.1574  -0.1103
20 C -4.5115 0.2565 -3.2288  -0.1057
21 C -3.8772 -0.6736 -2.4165  -0.1063
22 C 0.3282 -1.7814 1.9675  -0.3649
23 P 0.6048 -3.2800 0.9136  1.0526
24 C 1.8208 -2.7347 -0.3444  -0.3779
25 C 2.7768 -1.7498 -0.1093  -0.1043
26 C 3.6543 -1.3663 -1.1134  -0.0910
27 C 3.5975 -1.9774 -2.3600  -0.0914
28 C 2.6486 -2.9611 -2.6074  -0.0991
29 C 1.7576 -3.3277 -1.6040  -0.1241
30 C 1.6802 -4.2872 2.0403  -0.3611
31 C 2.6441 -3.7322 2.8797  -0.0819
32 C 3.4514 -4.5389 3.6719  -0.0820
33 C 3.3055 -5.9206 3.6351  -0.1168
34 C 2.3521 -6.4903 2.8080  -0.1143
35 C 1.5436 -5.6728 2.0186  -0.1229
36 H -1.7039 -2.3610 2.4507  0.0960
37 H -1.1777 -0.7929 3.0744  0.0862
38 H -1.2713 0.2415 0.9311  0.0281
39 H -2.8340 -0.4334 1.3770  0.0800
40 H -1.9257 -4.3582 -0.8107  0.0714
41 H -3.5743 -6.1551 -0.3474  0.0938
42 H -5.8020 -5.5768 0.5648  0.0906
43 H -6.3747 -3.2018 0.9985  0.0930
44 H -4.7332 -1.4326 0.5109  0.1054
45 H -1.7729 1.4093 -0.7794  0.0890
46 H -2.8703 3.0369 -2.2163  0.0922
47 H -4.6447 2.3256 -3.8017  0.0904
48 H -5.2760 -0.0719 -3.9236  0.0916
49 H -4.1545 -1.7194 -2.4927  0.0983
50 H 0.7956 -1.9766 2.9306  0.0768
51 H 0.8205 -0.8869 1.6191  0.0286
52 H 2.8182 -1.2232 0.8386  0.0448
53 H 4.3513 -0.5606 -0.9191  0.0991
54 H 4.2673 -1.6589 -3.1506  0.1017
55 H 2.5776 -3.4186 -3.5876  0.0906
56 H 0.9858 -4.0624 -1.8084  0.0811
57 H 2.7797 -2.6561 2.9218  0.1090
58 H 4.1942 -4.0829 4.3139  0.1024
59 H 3.9349 -6.5498 4.2537  0.0897
60 H 2.2271 -7.5669 2.7785  0.0883
61 H 0.7918 -6.1173 1.3750  0.0836
62 C 1.7644 5.6633 -2.3668  -0.0641
63 N 1.8046 5.1453 -1.0056  -0.1464
64 C 3.0003 4.3575 -0.7021  -0.0638
65 C 0.6388 4.8098 -0.3893  -0.4295
66 N 0.5161 3.7071 0.2488  0.0562
67 N -0.3818 5.7669 -0.4813  -0.1630
68 C -1.6839 5.3774 0.0225  -0.0766
69 C -0.0319 7.1400 -0.1328  -0.0627
70 H 1.9764 4.8544 -3.0739  0.0882
71 H 2.5136 6.4493 -2.4968  0.0799
72 H 0.7847 6.0734 -2.5941  0.0785
73 H 3.8538 4.9246 -1.0813  0.0914
74 H 2.9918 3.3843 -1.2014  0.0672
75 H 3.1130 4.2289 0.3746  0.0091
76 H -0.2870 3.7186 0.8686  0.0161
77 H -1.7204 5.3595 1.1203  0.0990
78 H -1.9558 4.3893 -0.3475  0.0741
79 H -2.4304 6.0886 -0.3343  0.0821
80 H -0.0171 7.2769 0.9556  0.0960
81 H -0.7679 7.8213 -0.5646  0.0789
82 H 0.9505 7.3929 -0.5182  0.0756
83 F 0.9532 0.4653 -0.9950  -0.0527
84 B 1.5902 0.9923 -2.2469  -1.2416
85 F 1.1020 2.3035 -2.4175  0.1061
86 F 1.1946 0.1979 -3.3087  0.1448
87 F 2.9518 0.9993 -2.0342  0.1345

[3]
Below is C32H39GeN5O5SV as an isolated structure in a non-equilibrium geometry, with properties calculated with ωB97M-V/def2-TZVPD.

E_tot = -5311.6536 Eh
charge = +1

Last column: Löwdin charge in e.
Cartesian coordinates (Å):
1 V -0.3608 0.1959 -0.0730  0.8092
2 C -0.1214 2.0962 3.3100  -0.0103
3 C -0.0304 2.4612 1.8148  -0.6334
4 C 1.1082 3.4838 1.6541  -0.0109
5 C -1.3604 3.1006 1.3805  0.0087
6 O 0.2244 1.3175 1.0532  -0.3470
7 Ge 2.5135 0.2288 1.2129  1.1372
8 O 2.7819 0.6699 -0.5074  -0.4219
9 C 3.8691 1.1074 -1.3236  -0.6746
10 C 5.0589 0.1667 -1.1366  -0.0312
11 C 4.2865 2.5319 -0.9432  -0.0209
12 C 3.4329 1.0494 -2.7925  -0.0175
13 O 1.4454 -1.3258 0.8879  -0.4667
14 C 1.8419 -2.6798 1.1251  -0.6741
15 C 3.3691 -2.7833 1.0712  -0.0418
16 C 1.2349 -3.5913 0.0539  -0.0497
17 C 1.3510 -3.1437 2.5036  -0.0256
18 H -0.1732 3.0079 3.8965  0.0993
19 H -1.0161 1.5114 3.5087  0.0731
20 H 0.7620 1.5359 3.6147  0.0847
21 H 0.9958 4.2564 2.4069  0.1001
22 H 2.0758 2.9981 1.7904  0.0604
23 H 1.0773 3.9583 0.6783  0.0755
24 H -1.6295 3.8781 2.0887  0.1036
25 H -1.2690 3.5553 0.3959  0.0831
26 H -2.1566 2.3542 1.3556  0.0925
27 H 5.4460 0.2477 -0.1215  0.0884
28 H 4.7527 -0.8616 -1.3188  0.0802
29 H 5.8457 0.4205 -1.8403  0.0953
30 H 4.4235 2.5899 0.1353  0.0836
31 H 5.2274 2.7839 -1.4200  0.0951
32 H 3.5482 3.2676 -1.2490  0.0693
33 H 3.2519 0.0201 -3.0929  0.0829
34 H 2.5231 1.6179 -2.9698  0.0632
35 H 4.2237 1.4598 -3.4150  0.0983
36 H 3.7332 -2.3516 0.1388  0.0730
37 H 3.8174 -2.2411 1.9099  0.0780
38 H 3.6750 -3.8255 1.1190  0.1021
39 H 1.6978 -3.4245 -0.9154  0.0705
40 H 1.3763 -4.6324 0.3310  0.1029
41 H 0.1681 -3.3986 -0.0352  0.0396
42 H 1.6719 -2.4456 3.2781  0.0882
43 H 0.2659 -3.2285 2.5171  0.0768
44 H 1.7696 -4.1216 2.7285  0.0972
45 O -4.2548 -0.4807 -0.5271  0.0485
46 C -3.0969 -0.8902 -0.2673  -0.5041
47 N -1.9203 0.2103 -0.7627  -0.0168
48 C -2.4002 0.9710 -1.7778  -0.4361
49 O -3.4528 0.9000 -2.3481  0.1885
50 C -1.3475 1.9962 -2.1328  -0.1984
51 C -1.5265 2.9925 -3.0779  0.0517
52 C -0.4917 3.8982 -3.2611  0.0035
53 C 0.6609 3.7701 -2.5014  -0.0009
54 C 0.7574 2.7165 -1.6018  -0.1186
55 N -0.2285 1.8549 -1.4376  0.0293
56 C -2.6838 -0.8828 1.2071  -0.1853
57 C -3.6365 -1.0138 2.2065  0.0515
58 C -3.2037 -1.0557 3.5210  0.0018
59 C -1.8386 -1.0176 3.7724  -0.0219
60 C -0.9622 -0.8687 2.7105  -0.1295
61 N -1.3860 -0.7731 1.4548  0.0493
62 H -2.4526 3.0412 -3.6277  0.1384
63 H -0.5995 4.7006 -3.9736  0.1249
64 H 1.4872 4.4559 -2.6122  0.1226
65 H 1.6348 2.5423 -0.9948  0.0828
66 H -4.6757 -1.0493 1.9217  0.1365
67 H -3.9101 -1.1131 4.3365  0.1251
68 H -1.4569 -1.0780 4.7798  0.1240
69 H 0.1071 -0.8021 2.8678  0.0954
70 N -1.3774 -6.8678 -3.2111  0.1767
71 C -1.6563 -5.8367 -2.7987  -0.1830
72 C -1.9925 -4.5915 -2.2097  -0.2168
73 C -2.4130 -3.4954 -2.9638  0.0109
74 C -2.7530 -2.3146 -2.3271  -0.0135
75 C -2.6508 -2.1936 -0.9426  -0.1268
76 C -2.2766 -3.3052 -0.1908  -0.0304
77 C -1.9483 -4.4933 -0.8191  -0.0261
78 H -2.4901 -3.5731 -4.0377  0.1293
79 H -3.1385 -1.4839 -2.8966  0.1173
80 H -2.2847 -3.2766 0.8907  0.1187
81 H -1.6644 -5.3591 -0.2400  0.1284
82 S 0.5604 -1.0098 -1.7504  0.8825
83 C -0.2385 -0.5059 -3.1123  -0.6924
84 N -0.7348 -0.1069 -4.0718  0.1767